Density functional theory data (ωB97M-V/def2-TZVPD) for C27H41ClN3O4V as an isolated structure at a distorted geometry.

Results
Total energy, hartree: -2922.88732
HOMO (spin up / spin down), eV: -7.055 / -7.057
Spin multiplicity: 3
Orbital gap (spin up / spin down), eV: 7.37 / 7.37

Geometry (Å):
O: -1.006 -1.057 -0.528
C: -1.163 -2.315 -0.956
C: -1.926 -3.113 0.113
C: -2.242 -2.517 1.335
H: -2.015 -1.462 1.480
C: -2.820 -3.277 2.354
H: -3.006 -2.804 3.321
C: -3.147 -4.618 2.119
H: -3.602 -5.213 2.914
C: -2.899 -5.193 0.865
H: -3.175 -6.228 0.665
C: -2.285 -4.440 -0.136
H: -2.053 -4.859 -1.118
H: -1.744 -2.353 -1.896
C: 0.698 -2.789 -2.758
C: 0.285 -2.952 -1.339
H: 1.385 -3.589 -3.070
H: 1.212 -1.833 -2.889
H: -0.169 -2.805 -3.439
C: 0.891 -3.733 -0.438
C: 2.252 -4.324 -0.579
H: 0.401 -3.953 0.512
H: 2.229 -5.417 -0.451
H: 2.915 -3.935 0.208
H: 2.718 -4.107 -1.554
V: 0.582 0.168 -0.512
Cl: 2.500 -1.020 -0.587
C: 2.753 1.856 0.325
O: 1.758 1.884 -0.459
N: 3.588 2.878 0.517
C: 3.633 4.015 -0.395
C: 4.596 2.825 1.573
H: 2.970 0.946 0.919
H: 2.812 3.942 -1.109
H: 4.594 4.023 -0.919
H: 3.555 4.938 0.185
H: 4.365 1.996 2.251
H: 4.589 3.762 2.138
H: 5.595 2.676 1.143
H: -5.125 1.093 1.190
H: -3.643 2.616 2.388
C: -4.226 0.476 1.057
C: -2.711 2.227 1.964
N: -3.057 1.330 0.870
H: -4.344 -0.163 0.175
C: -2.297 1.213 -0.228
O: -1.120 1.656 -0.340
H: -2.097 3.054 1.601
H: -2.786 0.665 -1.053
H: -4.101 -0.159 1.946
H: -2.171 1.689 2.754
H: 0.914 2.073 -5.563
H: -1.749 2.055 -5.877
C: 0.746 1.017 -5.320
C: -1.729 1.046 -5.441
N: -0.531 0.854 -4.638
H: 1.554 0.650 -4.689
C: -0.598 0.679 -3.313
O: 0.423 0.549 -2.593
H: -2.614 0.908 -4.807
H: -1.622 0.641 -2.890
H: 0.709 0.457 -6.257
H: -1.754 0.318 -6.262
C: 0.363 0.211 1.735
C: 0.750 1.309 2.640
C: 0.620 2.665 2.270
C: 1.084 3.680 3.102
C: 1.639 3.369 4.349
C: 1.686 2.034 4.768
C: 1.227 1.019 3.932
H: -0.653 -0.157 1.944
H: 1.087 -0.619 1.690
H: 0.137 2.900 1.318
H: 1.009 4.721 2.773
H: 2.020 4.164 4.991
H: 2.083 1.781 5.755
H: 1.253 -0.026 4.250

Atomic partial charges in e from the Mulliken method, atoms 1 to 8: atom 1 (O): 0.29, atom 2 (C): 0.46, atom 3 (C): -0.44, atom 4 (C): 0.81, atom 5 (H): -0.24, atom 6 (C): -1.22, atom 7 (H): 0.41, atom 8 (C): -0.49